--- w ---
{
  "formula": "C5H11NO",
  "method": "the ωB97M-V functional and the def2-TZVPD basis",
  "homo_ev": -8.1464,
  "lumo_energy_ha": 0.040,
  "homo_lumo_gap_ev": 9.22,
  "symbols": ["C", "C", "C", "C", "C", "N", "O", "H", "H", "H", "H", "H", "H", "H", "H", "H", "H", "H"],
  "positions_angstrom": [[-0.214, 1.556, 0.307], [-2.209, 0.072, 0.066], [1.648, -1.244, 0.309], [-0.809, 0.254, 0.583], [0.402, -0.978, -0.501], [1.028, 1.796, 0.506], [0.662, -0.440, -1.700], [-0.954, 2.166, -0.089], [-2.096, -0.179, -0.964], [-2.784, 0.953, 0.258], [-2.578, -0.755, 0.541], [2.222, -0.246, 0.181], [1.570, -1.356, 1.311], [2.158, -2.146, -0.167], [-0.525, -0.337, 1.498], [-0.313, -1.752, -0.744], [1.285, 2.693, 0.303], [1.505, -0.059, -1.698]],
  "nbo_charge": [0.123, -0.636, -0.682, -0.306, 0.215, -0.669, -0.691, 0.145, 0.211, 0.205, 0.212, 0.239, 0.221, 0.215, 0.222, 0.170, 0.332, 0.473]
}



--- x ---
{
  "formula": "C5H11NO",
  "method": "the ωB97M-V functional and the def2-TZVPD basis",
  "homo_ev": -8.1943,
  "lumo_energy_ha": 0.034,
  "homo_lumo_gap_ev": 9.11,
  "symbols": ["C", "N", "C", "O", "C", "C", "C", "H", "H", "H", "H", "H", "H", "H", "H", "H", "H", "H"],
  "positions_angstrom": [[-1.024, 0.493, -2.162], [-1.126, -0.571, -1.254], [-0.880, -0.516, 0.109], [-1.232, 0.619, 0.749], [0.307, -0.005, 0.815], [1.475, 0.648, 0.131], [0.579, -0.460, 2.213], [-1.829, 0.376, -2.883], [-0.094, 0.431, -2.726], [-1.108, 1.468, -1.701], [-1.066, -1.488, -1.651], [-1.245, -1.441, 0.572], [1.971, 1.357, 0.804], [1.173, 1.168, -0.777], [2.223, -0.108, -0.149], [1.466, -1.103, 2.257], [0.785, 0.410, 2.846], [-0.272, -1.001, 2.631]],
  "nbo_charge": [-0.409, -0.649, 0.234, -0.533, 0.222, -0.648, -0.639, 0.192, 0.163, 0.219, 0.373, 0.136, 0.216, 0.231, 0.227, 0.217, 0.221, 0.224]
}



--- y ---
{
  "formula": "C5H11NO",
  "method": "the ωB97M-V functional and the def2-TZVPD basis",
  "homo_ev": -7.8370,
  "lumo_energy_ha": 0.027,
  "homo_lumo_gap_ev": 8.56,
  "symbols": ["C", "C", "C", "N", "H", "H", "H", "H", "H", "H", "H", "C", "C", "O", "H", "H", "H", "H"],
  "positions_angstrom": [[-1.491, -0.553, 0.526], [1.185, -1.762, 0.250], [-0.137, -0.023, 0.894], [0.190, 0.326, 2.066], [1.130, 0.694, 2.186], [-1.498, -0.935, -0.495], [-2.237, 0.237, 0.627], [-1.761, -1.369, 1.198], [2.215, -1.555, 0.541], [0.694, -2.360, 1.014], [1.096, -2.279, -0.707], [-0.375, 1.658, -1.637], [0.514, 1.248, -0.488], [1.488, 1.863, -0.155], [0.816, -0.455, -0.088], [-0.459, 0.840, -2.356], [0.005, 2.558, -2.126], [-1.375, 1.868, -1.249]],
  "nbo_charge": [-0.685, -0.804, 0.250, -0.728, 0.367, 0.217, 0.239, 0.237, 0.220, 0.224, 0.207, -0.738, 0.527, -0.529, 0.275, 0.237, 0.241, 0.242]
}



--- z ---
{
  "formula": "C5H11NO",
  "method": "the ωB97M-V functional and the def2-TZVPD basis",
  "homo_ev": [-7.4961, -7.4955],
  "lumo_energy_ha": [0.029, 0.029],
  "homo_lumo_gap_ev": [8.29, 8.29],
  "symbols": ["C", "C", "N", "C", "C", "C", "O", "H", "H", "H", "H", "H", "H", "H", "H", "H", "H", "H"],
  "positions_angstrom": [[2.626, 0.099, 0.259], [-0.311, 1.527, 0.958], [-0.716, 0.342, 0.669], [-1.666, -0.680, 1.037], [-0.627, -0.815, 0.002], [-0.746, -0.971, -1.459], [-1.892, -0.344, -1.982], [2.772, 0.644, 1.195], [2.617, 0.803, -0.568], [3.452, -0.583, 0.073], [-0.686, 2.002, 1.847], [0.415, 2.010, 0.321], [-1.507, -1.139, 2.001], [-2.692, -0.426, 0.795], [1.692, -0.488, 0.244], [0.153, -0.592, -1.944], [-0.835, -2.010, -1.748], [-1.815, 0.573, -1.701]],
  "nbo_charge": [-0.869, -0.237, -0.213, -0.229, -0.074, -0.111, -0.708, 0.213, 0.202, 0.214, 0.195, 0.198, 0.187, 0.182, 0.226, 0.172, 0.197, 0.456]
}



Most stable = x



--- w ---
{
  "formula": "C5H11NO",
  "method": "the ωB97M-V functional and the def2-TZVPD basis",
  "homo_ev": -9.2081,
  "lumo_energy_ha": 0.030,
  "homo_lumo_gap_ev": 10.02,
  "symbols": ["C", "C", "N", "C", "C", "C", "O", "H", "H", "H", "H", "H", "H", "H", "H", "H", "H", "H"],
  "positions_angstrom": [[-2.237, -0.590, -0.491], [-1.268, -0.363, 0.623], [-0.177, 0.407, 0.146], [-0.274, 1.819, 0.072], [1.084, -0.090, -0.036], [1.319, -1.614, 0.044], [2.081, 0.621, -0.272], [-1.908, -1.304, -1.257], [-3.214, -1.385, -0.277], [-2.508, 0.379, -1.005], [-1.720, 0.175, 1.249], [-1.002, -1.377, 1.059], [-0.600, 2.252, 0.927], [0.649, 2.358, -0.284], [-1.275, 2.211, -0.699], [1.219, -1.891, 0.916], [2.445, -1.846, -0.261], [0.752, -2.356, -0.487]],
  "nbo_charge": [-0.618, -0.209, -0.452, -0.384, 0.690, -0.686, -0.634, 0.215, 0.209, 0.220, 0.183, 0.208, 0.184, 0.268, 0.149, 0.195, 0.238, 0.223]
}



--- x ---
{
  "formula": "C5H11NO",
  "method": "the ωB97M-V functional and the def2-TZVPD basis",
  "homo_ev": -9.4208,
  "lumo_energy_ha": 0.014,
  "homo_lumo_gap_ev": 9.81,
  "symbols": ["H", "N", "C", "C", "C", "O", "H", "H", "H", "H", "C", "C", "H", "H", "H", "H", "H", "H"],
  "positions_angstrom": [[-1.520, 1.637, -1.119], [-0.688, 1.433, -1.699], [-0.302, 0.243, -1.463], [0.751, -0.459, -2.260], [-1.194, -0.615, -0.325], [-2.219, -0.069, 0.059], [1.616, -0.661, -1.623], [1.086, 0.169, -3.088], [0.370, -1.411, -2.637], [-1.075, -1.688, -0.522], [0.358, 0.879, 2.110], [0.386, -0.555, 1.628], [0.762, 0.966, 3.122], [-0.668, 1.254, 2.078], [0.960, 1.515, 1.455], [1.379, -1.008, 1.698], [-0.304, -1.180, 2.196], [0.301, -0.451, 0.390]],
  "nbo_charge": [0.358, -0.590, 0.199, -0.688, 0.318, -0.561, 0.225, 0.248, 0.226, 0.143, -0.627, -0.545, 0.215, 0.220, 0.210, 0.210, 0.224, 0.212]
}



Most stable = x



--- w ---
{
  "formula": "C5H11NO",
  "method": "the ωB97M-V functional and the def2-TZVPD basis",
  "homo_ev": -9.6521,
  "lumo_energy_ha": 0.033,
  "homo_lumo_gap_ev": 10.54,
  "symbols": ["C", "N", "C", "O", "C", "C", "H", "H", "H", "H", "H", "H", "H", "C", "H", "H", "H", "H"],
  "positions_angstrom": [[-2.749, 0.641, -0.212], [-1.378, 0.253, -0.342], [-0.745, -0.243, 0.615], [-0.802, -0.626, 1.862], [0.591, -0.705, 0.805], [1.700, 0.182, 1.277], [-3.338, 0.088, -0.951], [-2.827, 1.705, -0.451], [-3.151, 0.462, 0.790], [0.830, -1.736, 0.558], [2.703, -0.182, 1.022], [1.601, 1.217, 0.936], [1.585, 0.147, 2.357], [1.216, -0.249, -1.634], [0.249, -0.086, -1.155], [1.693, 0.730, -1.692], [0.914, -0.626, -2.604], [1.909, -0.970, -1.182]],
  "nbo_charge": [-0.423, -0.524, 0.490, -0.519, 0.109, -0.676, 0.201, 0.201, 0.182, 0.224, 0.235, 0.234, 0.256, -0.884, 0.268, 0.211, 0.222, 0.193]
}



--- x ---
{
  "formula": "C5H11NO",
  "method": "the ωB97M-V functional and the def2-TZVPD basis",
  "homo_ev": -9.3053,
  "lumo_energy_ha": 0.032,
  "homo_lumo_gap_ev": 10.17,
  "symbols": ["C", "C", "C", "N", "C", "C", "O", "H", "H", "H", "H", "H", "H", "H", "H", "H", "H", "H"],
  "positions_angstrom": [[-0.917, -1.250, -0.865], [-0.652, 0.171, -0.367], [-1.494, 0.516, 0.861], [0.775, 0.388, -0.116], [1.406, -0.231, 1.028], [1.504, 1.085, -1.030], [1.067, 1.590, -2.047], [-0.704, -1.998, -0.091], [-1.968, -1.361, -1.150], [-0.297, -1.472, -1.740], [-0.894, 0.870, -1.172], [-1.279, 1.530, 1.213], [-2.557, 0.459, 0.607], [-1.318, -0.184, 1.686], [1.032, 0.185, 1.971], [1.238, -1.315, 1.035], [2.485, -0.058, 0.984], [2.573, 1.158, -0.750]],
  "nbo_charge": [-0.618, -0.059, -0.619, -0.440, -0.406, 0.538, -0.621, 0.198, 0.216, 0.221, 0.240, 0.218, 0.219, 0.201, 0.197, 0.197, 0.213, 0.106]
}



Most stable = x



--- w ---
{
  "formula": "C3H8O3S",
  "method": "the ωB97M-V functional and the def2-TZVPD basis",
  "homo_ev": -9.5125,
  "lumo_energy_ha": 0.023,
  "homo_lumo_gap_ev": 10.13,
  "symbols": ["C", "C", "C", "O", "O", "O", "S", "H", "H", "H", "H", "H", "H", "H", "H"],
  "positions_angstrom": [[-0.114, 0.777, 0.240], [0.899, 1.395, -0.691], [-1.017, -1.268, 1.665], [0.608, -1.765, -0.254], [1.181, 0.707, -1.955], [0.022, 0.079, -2.460], [0.569, -0.786, 0.841], [-0.340, 1.545, 1.006], [-0.991, 0.472, -0.189], [1.910, 1.416, -0.352], [0.687, 2.410, -1.084], [-0.914, -0.927, 2.692], [-1.773, -0.907, 1.007], [-0.907, -2.328, 1.604], [0.180, -0.820, -2.070]],
  "nbo_charge": [-0.656, -0.111, -0.788, -1.001, -0.291, -0.467, 1.250, 0.251, 0.234, 0.204, 0.197, 0.227, 0.223, 0.242, 0.486]
}



--- x ---
{
  "formula": "C3H8O3S",
  "method": "the ωB97M-V functional and the def2-TZVPD basis",
  "homo_ev": -9.3530,
  "lumo_energy_ha": 0.015,
  "homo_lumo_gap_ev": 9.77,
  "symbols": ["O", "C", "O", "C", "C", "S", "H", "H", "H", "H", "H", "H", "O", "H", "H"],
  "positions_angstrom": [[-2.066, -1.502, -0.507], [-0.955, -1.023, -0.694], [-0.208, -1.322, -1.763], [-0.362, -0.099, 0.329], [0.957, -0.801, 0.908], [2.080, 0.525, 1.177], [-0.643, -1.965, -2.387], [-0.068, 0.908, -0.010], [-1.106, -0.037, 1.019], [1.382, -1.565, 0.234], [0.732, -1.367, 1.809], [3.129, 0.040, 0.406], [-1.218, 2.946, -0.032], [-0.422, 3.347, -0.049], [-1.234, 1.915, -0.439]],
  "nbo_charge": [-0.593, 0.783, -0.692, -0.522, -0.548, -0.021, 0.510, 0.230, 0.242, 0.242, 0.228, 0.139, -0.945, 0.467, 0.480]
}



Most stable = x



--- w ---
{
  "formula": "C5H14NO2",
  "method": "the ωB97M-V functional and the def2-TZVPD basis",
  "homo_ev": -3.9954,
  "lumo_energy_ha": 0.145,
  "charge": -1,
  "homo_lumo_gap_ev": 7.94,
  "symbols": ["C", "O", "C", "C", "C", "C", "N", "H", "H", "H", "H", "H", "H", "H", "H", "H", "H", "H", "H", "H", "H", "O"],
  "positions_angstrom": [[0.797, 1.517, -0.719], [1.381, 2.116, 0.348], [1.152, 0.018, -1.035], [0.020, -1.005, -1.419], [-1.325, -0.522, -0.843], [-1.473, -0.472, 0.627], [-0.855, -1.480, 1.620], [-0.314, 1.521, -0.918], [1.194, 2.107, -1.633], [2.026, 0.133, -1.754], [1.584, -0.380, -0.137], [0.016, -1.016, -2.542], [0.225, -2.007, -1.217], [-2.212, -1.238, -1.295], [-1.748, 0.388, -1.249], [-1.099, 0.498, 0.981], [-2.526, -0.654, 0.990], [-0.879, -1.027, 2.481], [0.162, -1.523, 1.414], [1.856, 0.791, 2.468], [1.135, 1.449, 1.381], [0.882, 0.785, 2.452]],
  "nbo_charge": [-0.018, -0.839, -0.455, -0.406, -0.401, -0.252, -0.854, 0.105, 0.103, 0.188, 0.204, 0.184, 0.203, 0.164, 0.217, 0.212, 0.181, 0.365, 0.353, 0.424, 0.483, -1.163]
}



--- x ---
{
  "formula": "C5H14NO2",
  "method": "the ωB97M-V functional and the def2-TZVPD basis",
  "homo_ev": -3.2653,
  "lumo_energy_ha": 0.136,
  "charge": -1,
  "homo_lumo_gap_ev": 6.96,
  "symbols": ["C", "N", "C", "C", "C", "O", "C", "H", "H", "H", "H", "H", "H", "H", "H", "H", "H", "H", "H", "H", "H", "O"],
  "positions_angstrom": [[2.116, -0.724, -1.740], [2.003, 0.413, -0.847], [0.953, 0.298, 0.308], [-0.497, 0.666, -0.187], [-1.307, 1.033, 1.163], [-2.138, 0.075, 1.536], [0.883, -1.165, 0.764], [1.141, -1.293, -1.716], [2.787, -1.321, -1.103], [2.598, -0.423, -2.651], [2.032, 1.335, -1.240], [1.254, 0.970, 1.141], [-0.497, 1.614, -0.714], [-1.162, -0.070, -0.754], [-0.508, 1.287, 1.913], [-1.973, 1.885, 1.015], [-0.126, -1.521, 0.945], [1.587, -1.235, 1.704], [1.245, -1.779, -0.074], [-2.981, -0.456, 0.592], [-3.711, 0.669, 0.140], [-3.699, -0.258, -0.196]],
  "nbo_charge": [-0.429, -0.681, -0.036, -0.491, 0.001, -0.924, -0.639, 0.183, 0.181, 0.196, 0.354, 0.192, 0.174, 0.238, 0.087, 0.098, 0.252, 0.188, 0.197, 0.492, 0.440, -1.072]
}



--- y ---
{
  "formula": "C5H14NO2",
  "method": "the ωB97M-V functional and the def2-TZVPD basis",
  "homo_ev": -3.4475,
  "lumo_energy_ha": 0.151,
  "charge": -1,
  "homo_lumo_gap_ev": 7.57,
  "symbols": ["C", "N", "C", "C", "C", "O", "C", "H", "H", "H", "H", "H", "H", "H", "H", "H", "H", "H", "H", "H", "H", "O"],
  "positions_angstrom": [[-1.497, -1.290, -0.918], [-0.202, -0.708, -1.279], [-0.200, 0.811, -1.273], [1.168, 1.423, -1.037], [1.382, 1.521, 0.715], [0.775, 0.561, 1.353], [-1.878, -0.821, 0.520], [-2.216, -0.948, -1.573], [-1.416, -2.428, -0.929], [0.533, -1.063, -0.503], [-0.630, 1.269, -2.137], [-0.791, 1.034, -0.219], [2.003, 0.837, -1.550], [1.260, 2.421, -1.396], [2.507, 1.424, 0.740], [0.923, 2.480, 0.996], [-2.086, 0.246, 0.761], [-2.814, -1.104, 0.841], [-1.086, -1.107, 1.223], [1.372, -0.752, 1.433], [1.306, -1.983, 2.489], [1.586, -1.822, 1.743]],
  "nbo_charge": [-0.206, -0.666, -0.266, -0.485, 0.023, -0.892, -0.651, 0.166, 0.181, 0.391, 0.169, 0.194, 0.174, 0.173, 0.101, 0.107, 0.207, 0.179, 0.243, 0.499, 0.417, -1.060]
}



Most stable = w